[1]
Density functional theory data (ωB97M-V/def2-TZVPD) for C5H49AlNO21 as an isolated structure in a non-equilibrium geometry.

Geometry as XYZ:
```
77
Properties=species:S:1:pos:R:3
Al 2.1255 -0.4999 -3.7489
O 2.9835 5.1086 -8.2104
O -1.5515 -0.5610 2.5172
O -1.5647 -1.7020 -2.1444
O -1.8563 1.3749 -0.2778
O -2.9423 -5.8956 -3.5734
O -0.1887 3.7654 -1.7343
O 4.7631 5.6156 -5.5855
O -1.8037 3.8237 5.1552
O -4.1411 1.1909 9.3693
O -3.4034 -1.9549 4.3829
O -3.8019 2.1283 6.5624
O 3.2290 3.6596 -3.2719
O 2.6104 -1.5904 2.5114
O 4.6152 -2.7277 0.4356
O -1.4434 1.1695 -3.1343
O -4.8748 2.2217 -0.8636
O -3.5138 -3.8534 -1.5576
O 0.3245 -4.5531 -1.7613
O -0.2966 1.4307 4.4032
O 0.5526 -3.7932 1.9572
O 3.9652 -5.5813 0.1393
N 1.5857 0.9599 0.8695
C 1.8908 0.0645 -1.7961
C 0.9709 -0.5034 -0.9311
C 2.4756 1.4852 0.0337
C 2.6593 1.0817 -1.2645
C 0.8538 -0.0323 0.3516
H -2.0425 1.0935 0.6249
H 4.2813 -3.3598 -0.2110
H -4.7411 2.8031 -1.6167
H -1.0225 -0.2694 3.2724
H 2.2511 -1.0855 1.7637
H -4.1194 -2.5892 4.4834
H -0.2077 -3.7494 -1.7160
H 4.7486 -5.6276 0.6962
H 0.9273 0.0381 -4.6772
H 3.1011 2.2820 0.4270
H -4.8226 1.5012 8.7634
H -2.1509 3.1457 4.5684
H -3.9814 2.0563 -0.5364
H 0.1257 -0.4974 1.0062
H 3.5654 0.1330 -4.1836
H 2.3727 5.8498 -8.2272
H -1.8741 -1.0791 -2.8110
H 0.5057 -4.1927 2.8298
H 3.4471 5.2029 -7.3698
H -3.1449 1.6593 7.0902
H -1.1005 1.9064 -2.6153
H 0.1755 1.4162 5.2396
H 3.4160 -6.3197 0.4178
H -2.9962 -6.3726 -4.4053
H 5.6019 5.6494 -5.1187
H 3.8866 -2.6218 1.0572
H -0.0668 2.2825 4.0185
H 1.4325 -3.3935 1.9318
H -4.1965 1.4402 6.0170
H -3.7859 1.9975 9.7544
H 3.4407 -1.1511 2.7190
H 0.7484 -4.6047 -0.8992
H -1.2258 0.7156 -0.6051
H -3.7983 -4.5625 -2.1485
H 2.8842 2.9339 -3.8102
H 0.2025 3.5337 -0.8845
H -2.2840 -2.3369 -2.0310
H 2.1164 -2.1200 -3.8346
H 0.0300 4.6913 -1.8739
H 3.4004 1.5377 -1.8966
H -3.7138 -1.3257 3.7216
H -4.2442 -3.7234 -0.9472
H -1.7105 -1.4970 2.6838
H -2.3897 1.3351 -3.1827
H -2.0164 -5.6320 -3.4987
H -2.4887 3.9124 5.8239
H 0.3615 -1.3178 -1.2632
H 2.5530 3.7831 -2.6001
H 4.3021 4.8736 -5.1708
```

Calculated values
Energy = -57066.672 eV
E_LUMO = 0.0564 hartree
Charge = -1

Atom charges from the Mulliken analysis, given in e for atoms 1 to 4: 0.131, -0.640, -0.586, -0.532

=====

[2]
Density functional theory data (ωB97M-V/def2-TZVPD) for C16H14BF5N6NiS as an isolated structure in a non-equilibrium geometry.

Geometry as XYZ:
```
44
Properties=species:S:1:pos:R:3
Ni 0.1342 0.0287 -0.0345
S -0.9687 0.0279 1.7554
F -0.0025 2.4182 6.0869
F 0.4559 -2.2841 6.1092
F -0.1685 2.3993 3.3904
F 0.2720 -2.3359 3.4158
F 0.1885 0.0586 7.4871
N -0.4722 0.3192 -3.3917
N 1.7245 -0.2905 -2.4881
N 0.4257 1.7180 -0.7414
N 0.6991 2.0204 -2.0730
N -1.1021 -0.1499 -2.2488
N 1.4364 -0.6710 -1.1830
C -1.2791 0.1664 -4.4698
C 0.0190 -1.1694 4.0550
C 2.6388 -1.1499 -2.9923
C -2.1241 -2.9115 1.3836
C 0.0765 0.0463 6.1429
C -0.0284 1.2422 5.4331
C 0.6072 3.3627 -2.2258
C 2.2651 -1.6998 -0.8524
C 3.0042 -2.0565 -1.9881
C 0.3291 3.9335 -0.9851
C 0.1654 -1.1530 5.4394
C -2.4605 -0.4416 -4.0300
C -2.2994 -0.6009 -2.6382
C 0.2569 2.8916 -0.0698
C -0.1656 1.2198 4.0513
C -0.2913 0.0095 3.3363
B 0.9546 0.8948 -3.1366
H 1.4721 1.3195 -4.1185
H -1.0898 -3.1886 1.1874
H 0.7579 3.8239 -3.1837
H 2.2914 -2.0575 0.1679
H -0.9745 0.4783 -5.4588
H -3.3187 -0.7294 -4.6012
H -2.8064 -3.4686 0.7352
H 3.7021 -2.8729 -2.0441
H -2.3590 -3.0945 2.4353
H -3.0047 -1.0178 -1.9250
H 0.1142 2.8971 1.0030
H 0.1966 4.9768 -0.7584
H 2.9554 -1.0809 -4.0180
H -2.2392 -1.8350 1.1851
```

Calculated values
Energy = -91901.938 eV
Multiplicity = 3
⟨S²⟩ = 2.01
E_LUMO (alpha / beta) = 0.0132 / -0.0292 hartree

Atom charges from the Mulliken analysis, given in e for atoms 1 to 4: -0.608, -0.496, -0.292, -0.293

=====

[3]
Density functional theory data (ωB97M-V/def2-TZVPD) for C39H56ClF7O26P2 as an isolated structure in a non-equilibrium geometry.

Geometry as XYZ:
```
131
Properties=species:S:1:pos:R:3
Cl 5.7980 0.4972 -3.0721
P 5.4639 0.8131 1.4044
P 6.2410 -0.1255 -1.1098
F 3.7022 -3.3891 -1.5407
F 2.1751 -0.7546 5.7249
F -2.7578 -4.0902 -12.1134
F 6.5717 -4.5939 -3.5617
F -0.2299 -3.9689 -4.2265
F -6.0756 4.0722 5.8233
F -6.6700 -1.4220 8.6039
O 8.7740 -2.1069 -4.4641
O -8.0865 2.6192 2.1444
O 0.7382 3.2698 4.5224
O 1.2697 -6.2772 -6.2977
O -2.0422 -3.8093 -8.7622
O 4.8843 -0.2630 2.1766
O 5.8697 -1.7177 -1.1180
O 3.2850 -6.4543 -5.3123
O -8.8126 2.6750 4.2742
O 1.7763 -4.9508 -4.5561
O 5.0699 0.6276 -0.1656
O -8.9902 2.3276 8.1251
O 7.1025 0.8887 1.5533
O -1.6072 -5.9583 -8.2587
O 10.7233 -3.2276 -4.3355
O 2.3158 -1.1747 -3.7753
O 4.8550 2.1781 1.8831
O -7.7277 0.4652 7.9606
O 1.8517 1.7105 3.3426
O -2.3237 -5.3936 -10.3226
O 8.7950 -4.2213 -3.7077
O 2.0683 -1.8327 -1.6401
O -8.0872 1.4008 9.9669
O -6.8286 3.5897 3.7501
O 1.1735 1.2474 5.4308
O 0.8978 -0.0647 -2.4224
C 2.3927 0.4269 3.6833
C -2.9989 -4.2371 -10.7903
C -1.9551 -5.1346 -9.0396
C 0.6357 -4.3867 -5.1865
C -7.3832 0.1768 10.1976
C -0.0008 3.3476 -0.6844
C -0.9856 -0.8455 -0.0819
C -8.3367 1.4820 8.6375
C 3.2772 -2.2070 -3.5432
C 2.1787 4.6266 -0.2088
C 1.5054 0.0093 4.8255
C -2.9512 1.1106 3.1515
C -4.0416 1.9159 0.8696
C 5.5279 3.3652 1.3634
C 4.5784 4.2569 0.5166
C -1.4027 3.9303 -1.0484
C -7.1808 4.0775 5.0328
C -2.3589 -3.1360 -9.9852
C 3.2451 3.5664 0.1596
C -2.7346 -1.2042 1.8586
C -4.2128 1.4443 2.3422
C 7.5421 -3.6694 -3.3444
C 7.6187 -0.1726 2.1548
C 7.9412 -1.2280 2.6318
C -2.0650 -0.1001 2.6952
C -2.6162 2.2302 0.3715
C -8.1982 3.0745 5.5047
C -2.3404 3.7422 0.1641
C 9.5509 -3.1885 -4.1872
C -6.7729 -0.0943 8.8471
C 1.1921 4.1198 -1.2885
C -7.9287 2.9264 3.2767
C 7.4114 -2.5004 -4.2847
C 1.6806 -0.9337 -2.5936
C 0.0813 -5.5439 -5.9708
C 1.2101 2.1866 4.4382
C -2.4493 -1.1773 0.3340
C 2.7137 -2.8913 -2.3278
C 2.2163 -5.9530 -5.3866
H -1.9003 4.2068 1.0549
H -2.6565 -2.1913 -0.0363
H -0.6173 -1.6061 -0.7750
H -2.3517 -2.1656 2.2296
H -0.2849 -0.7966 0.7555
H 2.8435 3.0026 1.0055
H -4.7385 2.2373 2.8889
H 5.8878 3.9317 2.2252
H -3.8203 -1.2673 1.9907
H 0.0089 2.3144 -1.0533
H -1.7096 -0.5794 3.6181
H 6.4098 3.1363 0.7516
H 1.7389 3.5137 -2.0214
H -4.0721 -4.3520 -10.6275
H 6.9873 -2.7917 -5.2478
H 7.5550 -3.3998 -2.2877
H -6.6388 0.2950 10.9812
H -7.7368 2.2099 5.9772
H 1.5763 4.8404 0.6842
H -1.4413 -2.7681 -10.4467
H -2.3028 1.9989 3.1453
H -5.8033 0.3804 8.6847
H -2.5344 1.8089 -0.6413
H 4.9407 -1.8823 -0.8749
H -1.1675 0.3179 2.2312
H -4.9203 0.6053 2.3408
H 5.0898 4.4986 -0.4212
H 0.9407 -3.5319 -5.7949
H 2.6267 5.5847 -0.5016
H 1.9903 -3.6748 -2.5470
H -8.0905 -0.5996 10.4934
H 4.3795 5.1865 1.0580
H -0.5794 -6.1717 -5.3707
H 6.8204 -1.6861 -3.8691
H -3.1484 -0.5292 -0.2015
H 3.4307 2.8985 -0.6890
H -7.5578 5.0982 4.9432
H 0.8229 4.9967 -1.8355
H 2.3443 -0.2544 2.8388
H -4.5145 1.1782 0.2119
H -3.2263 0.9641 4.2033
H 0.5903 -0.5053 4.5246
H 0.0507 3.3003 0.4107
H -1.3380 4.9860 -1.3389
H 8.1857 -2.0274 3.2863
H -3.2606 4.2889 -0.0815
H -1.7739 3.3660 -1.9132
H -8.9251 3.5005 6.1846
H 3.4330 0.5389 3.9834
H -3.0276 -2.2970 -9.8089
H -4.6512 2.8173 0.7396
H 3.3567 -2.8709 -4.4003
H -1.8038 1.7883 0.9504
H -0.4487 -5.2340 -6.8654
H -0.9986 0.0981 -0.6290
H 4.2545 -1.7592 -3.3497
```

Calculated values
Energy = -144710.563 eV
E_LUMO = 0.0038 hartree
Relative energy (zero: lowest compared OMol25 entry of this formula, charge and spin) = 99.1 kJ/mol

Atom charges from the Mulliken analysis, given in e for atoms 1 to 4: -0.320, 1.059, 0.217, -0.322

=====

[4]
Density functional theory data (ωB97M-V/def2-TZVPD) for the molecule C21H26N4O3.

Geometry as XYZ:
```
54
Properties=species:S:1:pos:R:3
O -1.6011 -0.2710 -1.6518
O -0.5330 -1.0990 0.1391
O 3.9423 -3.3328 1.7000
N 1.6571 1.5621 -0.9545
N 1.3845 -2.6268 -2.9858
N 4.0187 0.3990 -0.1241
N 3.1984 -1.7102 -0.5201
C 1.1194 -1.6561 -2.4432
C 4.5575 -2.1951 -0.3471
C -3.1879 0.8223 -0.1571
C -4.4932 0.6684 0.6219
C 2.4613 3.7211 -0.2969
C 0.7297 -0.4164 -1.8225
C -0.5313 -0.6417 -0.9726
C 2.6318 2.3330 -0.4230
C 3.5058 4.4894 0.1436
C -2.8733 -0.4054 -1.0071
C 4.8698 -2.4334 1.1323
C 3.0041 -0.3582 -0.5010
C 2.6279 -2.8500 1.5624
C 3.8712 1.7347 -0.0774
C 4.9336 2.5537 0.3487
C -5.7266 0.5965 -0.2776
C 2.2486 -2.6221 0.0907
C 1.8194 0.2731 -1.0169
C -7.2745 -0.5312 1.4027
C 4.7423 3.9045 0.4598
C -7.0381 0.6779 0.5052
H -4.4311 -0.2283 1.2397
H 4.8417 -1.4716 1.6649
H -3.2370 1.7007 -0.8040
H 1.5046 4.1497 -0.5523
H 1.2386 -2.2230 0.0601
H -7.2296 -1.4504 0.8224
H -4.5951 1.5270 1.2891
H -7.8627 0.7542 -0.2073
H 5.5501 4.5363 0.7994
H -8.2553 -0.4685 1.8681
H 5.8529 -2.8900 1.2540
H 3.3862 5.5577 0.2469
H 2.5161 -1.9007 2.1108
H 1.9744 -3.6013 2.0077
H -5.6923 1.4259 -0.9882
H -2.8617 -1.3048 -0.3830
H 5.8731 2.0875 0.6015
H -6.5293 -0.5844 2.1918
H 2.2871 -3.5690 -0.4554
H 0.4375 0.2766 -2.6225
H -5.7158 -0.3337 -0.8485
H -3.5872 -0.5233 -1.8229
H -7.0414 1.5863 1.1116
H 5.2484 -1.4652 -0.7658
H -2.3659 0.9664 0.5479
H 4.6296 -3.1402 -0.8934
```

Calculated values
Energy = -34301.741 eV
E_LUMO = -0.0075 hartree
Structure (SMILES) = CCCCCCOC(=O)[C@H](C#N)c1nc2ccccc2nc1N1CCOCC1
Relative energy (zero: lowest compared OMol25 entry of this formula, charge and spin) = 240.5 kJ/mol

Atom charges from the Mulliken analysis, given in e for atoms 1 to 4: -0.304, -0.612, -0.438, -0.621

=====

[5]
Density functional theory data (ωB97M-V/def2-TZVPD) for C40H40CaN9S as an isolated structure in a non-equilibrium geometry.

Geometry as XYZ:
```
91
Properties=species:S:1:pos:R:3
Ca -0.0575 -0.5183 0.3364
S -2.5142 0.5548 -0.0823
N 0.3773 2.3524 0.3156
N 0.6247 -2.0841 1.6289
N -2.2823 -1.6533 -1.7139
N 2.3899 0.4521 0.4558
N -4.8014 -1.7673 -2.2080
N 1.7034 0.1479 -2.7886
N -4.3694 -0.7764 -1.3335
N -1.0131 -1.7970 -1.3602
N -0.2762 0.9091 2.4936
C -0.4468 -2.9381 -1.9104
C 1.4329 -5.6199 2.1068
C 3.9957 1.9782 1.3278
C 0.4707 -3.3631 1.8435
C -2.2667 1.5382 4.3015
C 0.1596 -6.1892 2.1126
C -0.3955 0.1644 -4.6027
C 0.3840 -0.9691 -4.4472
C -2.0431 2.3390 3.1975
C 2.9924 -3.6745 1.9900
C -4.4922 -1.8995 -3.5249
C 1.4196 -0.9209 -3.5290
C -3.0698 -0.7355 -1.1176
C -4.0287 -2.1405 -6.2926
C 0.7635 -5.2829 -2.8965
C -1.0901 -3.7362 -2.8812
C 1.6099 -4.2586 1.9975
C -0.9582 -5.3562 2.0399
C -1.4728 0.4160 4.4977
C -4.9696 -2.9475 -5.6617
C 2.7103 1.6583 0.8960
C -5.1991 -2.8365 -4.3048
C -0.8409 -3.9890 1.9363
C 1.2999 2.4579 -2.1065
C -0.4977 0.1352 3.5569
C -0.7462 2.8454 1.0970
C 1.4164 -4.4957 -1.9558
C -0.1069 1.2832 -3.8385
C 4.9657 0.9917 1.3272
C 3.3332 -0.4873 0.4293
C -2.0586 -3.1164 1.8878
C 0.2295 2.8300 -1.0636
C 4.6266 -0.2730 0.8681
C -0.4883 -4.8848 -3.3583
C -3.3074 -1.2340 -5.5232
C 0.8284 -3.3406 -1.4763
C 0.9451 1.2372 -2.9274
C -3.5191 -1.1107 -4.1624
C -1.0288 1.9907 2.3108
C 1.6229 2.7029 0.9800
H 0.1286 -0.7479 3.6237
H 0.1385 3.9311 -1.0531
H 1.4140 2.8093 2.0462
H 3.0258 -1.4492 0.0411
H 2.9849 -2.6915 2.4595
H 0.1947 -1.8753 -5.0060
H -5.9318 -3.4704 -3.8157
H 2.0088 3.6735 0.6272
H -2.9661 -3.6984 2.0513
H -1.2113 0.1822 -5.3140
H -2.5645 -0.6032 -5.9993
H -2.1393 -2.6218 0.9161
H -1.0022 -5.4913 -4.0960
H -5.5339 -3.6721 -6.2381
H 5.9665 1.2088 1.6788
H 2.2799 2.2981 -1.6648
H -0.7225 2.4207 -1.4125
H -2.9507 -0.4040 -3.5747
H -1.9501 -5.7977 2.0612
H 4.2187 2.9837 1.6631
H -5.6505 -2.2036 -1.9009
H 1.2157 -6.2015 -3.2510
H 2.3877 -4.8024 -1.5826
H 2.3065 -6.2616 2.1864
H -2.6673 3.2015 3.0019
H -3.8569 -2.2208 -7.3587
H -1.6443 2.8350 0.4779
H -2.0041 -2.3279 2.6408
H -2.0655 -3.4295 -3.2298
H 1.3806 3.3030 -2.7940
H -0.5802 3.8889 1.4188
H 3.3559 -3.5505 0.9646
H 3.6919 -4.3287 2.5150
H 5.3553 -1.0721 0.8548
H 0.0404 -7.2639 2.1667
H 2.0556 -1.7863 -3.3803
H -0.6995 2.1848 -3.9367
H -3.0625 1.7764 4.9961
H 1.3195 -2.7502 -0.7099
H -1.6175 -0.2356 5.3485
```

Calculated values
Energy = -84814.478 eV
E_LUMO (alpha / beta) = 0.0453 / 0.0453 hartree
Charge = -1
Relative energy (zero: lowest compared OMol25 entry of this formula, charge and spin) = 61.4 kJ/mol

Atom charges from the Mulliken analysis, given in e for atoms 1 to 4: 1.337, -0.679, 1.778, -0.457

=====

[6]
Density functional theory data (ωB97M-V/def2-TZVPD) for C27H43BrMgN2OP2 as an isolated structure in a non-equilibrium geometry.

Geometry as XYZ:
```
77
Properties=species:S:1:pos:R:3
Br -7.0830 2.7873 1.5873
P -1.4605 -1.4986 -1.5803
P 2.2808 -0.5334 -0.6716
Mg -0.1352 -0.0883 0.1138
O -0.3099 -1.1052 1.8451
N 2.8903 4.2486 -2.7238
N -0.0570 -1.4722 4.0533
C -1.1824 -3.7733 -3.3101
C -4.6764 1.2746 1.3187
C -0.0849 -0.6353 3.0106
C 3.9615 0.1481 -2.9265
C -0.4992 -2.5325 -2.7507
C 2.5724 -0.2896 -2.4773
C -3.3297 1.0894 0.9952
C -2.5938 2.1158 0.3714
C -0.1719 2.1935 -0.6508
C -2.5870 -0.4160 -2.5497
C 3.9684 -2.8547 -1.0763
C -2.5426 -2.6403 -0.6259
C -3.8736 -3.0658 -1.2355
C 4.9068 0.1019 0.3425
C -1.2417 1.8790 -0.0647
C 1.9562 3.5836 -3.4003
C 1.8078 3.6756 -0.6631
C 3.4588 0.5643 0.2147
C -3.2186 3.3643 0.1491
C -3.0847 -0.9327 -3.8956
C 0.9006 2.9096 -2.7736
C 2.8313 -2.2430 -0.2662
C 0.1515 0.8155 3.2690
C 2.8148 4.3155 -1.3965
C -4.5488 3.5723 0.5097
C 0.8290 2.9368 -1.3624
C -5.2735 2.5228 1.0919
H 5.4686 0.8627 0.8998
H 0.1305 -1.1189 4.9838
H -1.9302 -3.5243 -0.3946
H -2.7307 -2.1359 0.3362
H 4.1206 -3.8869 -0.7370
H -0.4683 -4.3028 -3.9529
H -4.5346 -2.2135 -1.4318
H 0.4164 -2.8279 -2.2083
H 5.4011 -0.0110 -0.6306
H -3.7370 -1.8099 -3.7935
H 3.4103 1.5487 -0.2714
H -5.0299 4.5335 0.3387
H -2.8543 0.1300 1.2232
H -0.1758 -1.8708 -3.5677
H 4.9976 -0.8382 0.8997
H -3.6820 -0.1411 -4.3666
H 0.1351 2.4090 -3.3678
H 4.7385 -0.5879 -2.6798
H -0.1832 -2.4686 3.9039
H -0.6829 1.4179 2.8723
H -2.0378 0.5296 -2.6915
H -3.7556 -3.6438 -2.1606
H -4.3904 -3.7140 -0.5165
H 3.7513 -2.8978 -2.1495
H -3.4375 -0.1788 -1.8928
H 3.9582 0.2570 -4.0200
H -2.2620 -1.1731 -4.5795
H 0.2384 0.9836 4.3499
H -2.6394 4.1618 -0.3189
H 3.5750 4.9011 -0.8752
H 2.0314 3.5798 -4.4904
H 4.2483 1.1248 -2.5137
H 1.8357 0.4686 -2.7924
H 3.0984 -2.2257 0.8002
H -2.0552 -3.5328 -3.9298
H -5.2523 0.4598 1.7430
H 4.9206 -2.3302 -0.9304
H 1.0915 1.1392 2.7830
H 3.0306 0.6984 1.2224
H 1.7675 3.7688 0.4223
H -1.4878 -4.4704 -2.5214
H 1.9286 -2.8694 -0.3555
H 2.2848 -1.2282 -2.9759
```

Calculated values
Energy = -127777.587 eV
E_LUMO = -0.2418 hartree
Charge = +2

Atom charges from the Mulliken analysis, given in e for atoms 1 to 4: -0.107, 0.575, 0.542, 0.999